Entry 1:
{
  "formula": "C12H32HgNO8S4",
  "method": "ωB97M-V with the def2-TZVPD basis set",
  "lumo_ev": -8.1,
  "total_charge": 1,
  "e_homo_ev": -10.6,
  "orbital_gap_ev": 2.478,
  "elements": ["Hg", "O", "C", "O", "O", "H", "C", "S", "O", "C", "H", "H", "H", "H", "H", "H", "C", "S", "O", "C", "H", "H", "H", "H", "H", "H", "C", "S", "O", "C", "H", "H", "H", "H", "H", "H", "C", "S", "O", "C", "H", "H", "H", "H", "H", "H", "C", "O", "N", "C", "C", "H", "H", "H", "H", "H", "H", "H"],
  "positions_angstrom": [[2.291706, -0.731073, -1.102080], [-2.660214, -1.524363, -0.652630], [-1.407914, -1.230043, -0.715220], [-0.690874, -0.911563, 0.250680], [-0.926094, -1.188863, -1.887460], [-2.719194, -1.782003, -1.575530], [1.160606, -4.232763, 3.048300], [2.617336, -4.827133, 2.067320], [2.826086, -3.749003, 1.020200], [3.927246, -4.557653, 3.399510], [0.918286, -4.927623, 3.852390], [0.445706, -4.270953, 2.226360], [1.143456, -3.217993, 3.445850], [3.605846, -5.070643, 4.305960], [3.973546, -3.513923, 3.710320], [4.947346, -4.732603, 3.057620], [1.351906, -4.783863, -5.780430], [1.996956, -3.086743, -5.633890], [2.503836, -2.889033, -4.222520], [3.491916, -3.248143, -6.726020], [2.192136, -5.420493, -5.503270], [1.087986, -5.210493, -6.748120], [0.646946, -4.917593, -4.959920], [4.224866, -3.815443, -6.152380], [4.036586, -2.340843, -6.987260], [3.359956, -3.784473, -7.665720], [1.790376, 3.044237, 3.403020], [3.209776, 1.980067, 2.901530], [2.987736, 1.557897, 1.507230], [4.566336, 3.228627, 2.652350], [2.169906, 3.884607, 3.984260], [0.990276, 2.434617, 3.822890], [1.447046, 3.681637, 2.588190], [4.212056, 3.960867, 1.926820], [5.491466, 2.792487, 2.275510], [4.863126, 3.761687, 3.555600], [1.358936, 4.850837, -3.104710], [1.281276, 3.525557, -1.907920], [1.448636, 2.233497, -2.745950], [-0.483684, 3.656947, -1.340370], [1.393456, 5.832267, -2.631740], [0.412326, 4.913347, -3.641480], [2.162526, 4.678717, -3.820740], [-1.194824, 3.502527, -2.151880], [-0.537404, 4.672497, -0.948130], [-0.681284, 3.056667, -0.452270], [-6.550454, 0.038907, 2.352470], [-7.389774, -0.822683, 2.772870], [-6.793214, 1.417027, 2.374120], [-5.636484, 2.393997, 2.218720], [-8.067974, 1.941267, 2.863350], [-5.573004, -0.203653, 1.907540], [-5.261444, 2.864217, 3.127760], [-5.965434, 3.104547, 1.460430], [-4.759984, 1.836017, 1.889330], [-8.578234, 1.200687, 3.479200], [-7.858044, 2.782967, 3.523320], [-8.799974, 2.162457, 2.086600]],
  "forces_ev_per_angstrom": [[-2.0, 0.1, 0.1], [-1.8, -0.6, 0.9], [4.3, 1.5, -1.1], [0.2, 0.0, 1.8], [0.5, -0.4, -1.1], [-1.3, -0.3, -0.7], [0.1, -0.6, -0.7], [0.8, 2.2, 1.2], [-0.1, -0.7, 0.4], [-0.6, 0.7, -0.2], [0.0, -0.2, -0.2], [-0.5, -0.1, 0.4], [0.8, 0.0, -0.2], [0.3, -0.6, -0.3], [-0.6, 0.3, -0.4], [-0.3, -0.8, -0.1], [1.5, -0.7, 1.0], [0.3, 0.8, -0.8], [-0.1, -0.6, -0.8], [0.6, -0.6, 0.4], [0.3, 0.0, 0.3], [-0.6, 0.9, -0.1], [-0.4, 0.2, -0.4], [-0.1, -0.2, 0.2], [-0.8, 0.5, 0.4], [-0.7, -0.1, 0.1], [1.0, 1.0, -0.7], [0.9, 1.0, 0.7], [-0.6, -0.8, -1.4], [-0.5, 0.5, 0.5], [0.1, -0.6, 1.1], [0.3, 0.2, 0.1], [-0.2, -0.8, -0.8], [-0.1, -0.1, -0.1], [-0.4, -0.6, -0.1], [-0.4, -0.1, 0.3], [-1.2, 0.6, -0.4], [-0.3, -1.8, -0.2], [-0.2, 1.0, 1.2], [0.9, 0.6, -0.1], [0.6, -0.2, 0.3], [0.0, -0.5, -0.3], [0.1, -0.1, 0.4], [0.2, -0.1, 0.1], [-0.1, 0.3, -0.3], [0.3, -0.5, -0.4], [-3.2, -0.6, 1.6], [3.0, 2.8, -1.7], [1.5, -0.6, 0.3], [-1.2, -1.6, -0.5], [0.1, -0.5, 0.7], [-0.1, -0.2, 0.2], [-0.8, 0.2, 0.3], [0.4, 0.2, 0.2], [-0.2, -0.1, -0.5], [0.3, -0.2, 0.0], [-0.2, 0.2, -0.3], [0.4, 0.4, -0.3]],
  "nbo_charge": [1.164, -0.633, 0.903, -0.578, -0.689, 0.512, -0.803, 1.224, -0.987, -0.806, 0.235, 0.239, 0.240, 0.234, 0.230, 0.244, -0.835, 1.230, -0.954, -0.827, 0.233, 0.258, 0.255, 0.237, 0.248, 0.242, -0.835, 1.247, -1.020, -0.812, 0.247, 0.252, 0.235, 0.229, 0.250, 0.233, -0.827, 1.194, -0.912, -0.792, 0.249, 0.242, 0.270, 0.249, 0.231, 0.254, 0.516, -0.620, -0.437, -0.408, -0.430, 0.125, 0.199, 0.205, 0.203, 0.241, 0.199, 0.206]
}

***

Entry 2:
{
  "formula": "CH6NOS",
  "method": "ωB97M-V with the def2-TZVPD basis set",
  "lumo_ev": 4.5,
  "total_charge": -1,
  "e_homo_ev": -3.2,
  "orbital_gap_ev": 7.696,
  "elements": ["S", "H", "N", "C", "O", "H", "H", "H", "H", "H"],
  "positions_angstrom": [[1.617332, 0.098118, 0.849984], [2.292709, 1.239569, 0.632400], [-1.749728, 0.334352, 0.391704], [-1.258998, -0.600355, -0.606052], [-0.233377, -0.117833, -1.429240], [-0.977807, 0.620274, 0.984304], [-2.181142, 1.159194, -0.002683], [-0.923272, -1.478119, -0.029506], [-2.042929, -0.896271, -1.306307], [0.615116, 0.118502, -0.894037]],
  "forces_ev_per_angstrom": [[0.6, 0.1, 0.4], [0.0, 0.0, 0.1], [-0.6, -0.3, 0.1], [0.7, 0.3, 0.4], [0.7, 0.5, -0.6], [0.2, 0.0, -0.1], [0.2, 0.0, -0.3], [0.0, 0.0, -0.2], [-0.2, 0.0, 0.3], [-1.4, -0.7, 0.0]],
  "nbo_charge": [-0.975, 0.099, -0.891, 0.095, -0.827, 0.393, 0.335, 0.141, 0.140, 0.488]
}

***

Entry 3:
{
  "formula": "C33H40AsN5O3STi",
  "method": "ωB97M-V with the def2-TZVPD basis set",
  "lumo_ev": [4.3, 4.3],
  "total_charge": -2,
  "e_homo_ev": [1.2, -0.7],
  "orbital_gap_ev": [3.078, 4.971],
  "spin_multiplicity": 3,
  "elements": ["Ti", "N", "N", "C", "O", "O", "H", "H", "H", "S", "C", "C", "C", "C", "C", "C", "As", "C", "C", "C", "C", "C", "C", "C", "C", "C", "C", "C", "C", "H", "H", "H", "H", "H", "H", "H", "H", "H", "H", "H", "H", "H", "H", "C", "N", "C", "N", "O", "H", "H", "H", "H", "H", "H", "C", "C", "C", "C", "C", "C", "C", "C", "C", "C", "C", "C", "N", "H", "H", "H", "H", "H", "H", "H", "H", "H", "H", "H", "H", "H", "H", "H", "H", "H"],
  "positions_angstrom": [[0.090021, -0.555061, -0.460365], [-2.189879, -2.241161, 2.365535], [-1.858479, -3.212361, 1.386035], [-1.238879, -2.695861, 0.220335], [-0.531179, -3.450961, -0.431665], [-1.576879, -1.520761, -0.117665], [-1.334679, -1.902261, 2.826535], [-2.800679, -2.671261, 3.054935], [-1.306079, -3.998461, 1.728735], [0.918821, -1.656861, 1.684235], [1.159321, -0.519361, 2.988835], [2.198721, -0.744361, 3.896435], [2.377821, 0.084239, 4.985535], [1.528321, 1.162639, 5.183635], [0.506321, 1.406539, 4.274535], [0.301721, 0.584339, 3.177035], [-1.191679, 0.784439, 1.864335], [-0.279379, 2.091339, 0.750335], [0.978921, 1.669039, 0.239035], [1.544021, 2.378939, -0.848965], [0.860521, 3.419339, -1.436765], [-0.366479, 3.849739, -0.918465], [-0.944779, 3.136739, 0.145535], [-2.422979, 1.950439, 2.876935], [-2.246179, 3.294739, 3.284935], [-3.254579, 3.982539, 3.921335], [-4.485879, 3.383839, 4.177135], [-4.681779, 2.048839, 3.782335], [-3.671879, 1.363639, 3.154435], [2.860621, -1.583061, 3.727635], [3.189621, -0.114161, 5.678035], [1.660221, 1.811139, 6.042635], [-0.152279, 2.255939, 4.423635], [1.643721, 1.086539, 0.884435], [2.511921, 2.077339, -1.233965], [1.277721, 3.919539, -2.307265], [-0.874679, 4.706439, -1.352065], [-1.929479, 3.420439, 0.516235], [-1.304479, 3.789039, 3.072035], [-3.098279, 5.014739, 4.226035], [-5.280779, 3.939739, 4.658035], [-5.639179, 1.578339, 3.971935], [-3.810779, 0.331339, 2.836135], [-4.389079, 0.653039, -1.285765], [-3.043779, 0.713839, -0.759865], [-2.014079, 1.114039, -1.601865], [-2.324879, 2.137839, -2.523665], [-0.859779, 0.613039, -1.566065], [-5.008179, 0.123139, -0.565665], [-4.440979, 0.133739, -2.252265], [-4.786679, 1.661439, -1.416965], [-2.769779, -0.158761, -0.306865], [-2.859279, 2.868639, -2.063065], [-1.451279, 2.518439, -2.878665], [-1.132279, -1.937261, -3.431165], [0.255021, -1.787961, -4.061065], [0.618021, -0.311061, -4.231965], [1.330321, -2.527461, -3.287065], [1.730021, -3.749461, -3.778565], [2.840221, -4.419561, -3.286265], [3.646021, -3.745861, -2.379465], [3.289421, -2.528061, -1.846065], [4.342221, -1.745961, -1.087065], [4.657021, -0.466261, -1.871465], [3.955421, -1.386061, 0.342535], [1.989321, -1.957161, -2.129865], [1.493721, -0.961461, -1.438265], [-1.068079, -1.691561, -2.368565], [-1.851479, -1.271761, -3.917965], [-1.477979, -2.967061, -3.527065], [0.213521, -2.241961, -5.067565], [0.673421, 0.149139, -3.244365], [-0.135579, 0.208839, -4.827665], [1.590921, -0.212161, -4.715865], [1.165521, -4.190461, -4.598365], [3.108321, -5.404361, -3.650665], [4.603021, -4.181261, -2.098465], [5.256521, -2.361361, -1.055965], [3.742521, 0.117439, -1.956565], [5.006021, -0.716461, -2.873265], [5.419821, 0.135139, -1.371365], [3.085321, -0.728761, 0.318735], [4.776121, -0.878761, 0.855035], [3.689221, -2.275461, 0.908135]],
  "forces_ev_per_angstrom": [[3.1, -0.2, 2.0], [-0.1, -0.2, 0.4], [0.1, 0.0, 0.1], [-0.9, -2.0, 0.3], [0.2, -0.1, 0.0], [-1.5, 0.1, -0.3], [-0.2, -0.2, -0.2], [0.1, 0.0, -0.2], [0.0, 0.4, -0.1], [0.2, -0.3, 0.5], [-0.4, -0.1, -0.4], [0.1, 0.1, 0.1], [0.1, 0.0, 0.0], [0.0, 0.2, 0.2], [-0.2, 0.1, 0.0], [-0.2, -0.2, 0.1], [0.9, 1.0, 0.9], [-0.4, 0.7, -0.1], [0.3, -0.9, 0.9], [0.1, 0.7, -0.8], [0.8, -0.4, 0.0], [-0.5, 0.7, -0.4], [-0.2, -0.3, 0.9], [-0.6, 0.7, 0.5], [0.5, -1.1, -0.6], [-0.6, 0.4, 0.4], [0.2, -0.7, -0.3], [-0.4, 1.1, 0.6], [1.0, -0.4, -0.5], [0.0, -0.1, 0.0], [0.0, 0.0, 0.0], [0.0, 0.0, 0.0], [0.0, 0.0, 0.1], [-0.1, 0.1, -0.2], [-0.1, -0.1, 0.0], [0.1, 0.0, 0.1], [0.0, 0.0, 0.0], [0.0, 0.0, -0.1], [0.0, 0.0, 0.0], [0.0, -0.1, -0.1], [0.0, 0.0, 0.0], [0.0, -0.1, 0.0], [-0.1, 0.1, 0.0], [-0.1, 0.3, -0.2], [0.9, -0.3, -0.7], [0.3, 0.3, -0.2], [0.3, -1.0, 0.7], [-3.7, 2.4, -2.1], [-0.1, 0.0, 0.0], [0.0, 0.0, 0.1], [-0.2, -0.1, 0.0], [0.1, 0.0, 0.2], [0.1, -0.1, -0.1], [-0.1, 0.0, 0.2], [0.2, 0.0, 0.1], [-0.2, 0.1, 0.0], [0.0, -0.1, 0.1], [0.1, 0.3, 0.1], [0.1, -0.3, -0.1], [0.1, -0.2, -0.1], [0.1, -0.3, -0.1], [-0.1, 0.2, 0.0], [0.0, 0.2, 0.1], [0.1, -0.2, 0.0], [0.1, 0.1, -0.1], [0.9, -1.4, -1.1], [0.2, 0.5, -0.4], [-0.3, -0.2, -0.3], [-0.1, 0.0, 0.0], [-0.1, -0.1, 0.1], [0.1, 0.0, 0.2], [0.1, 0.1, -0.2], [-0.1, 0.0, -0.1], [0.1, 0.0, -0.1], [0.0, 0.0, 0.0], [0.0, 0.0, -0.1], [0.0, 0.0, 0.0], [-0.2, 0.0, -0.1], [-0.1, 0.1, 0.0], [0.0, 0.0, -0.1], [0.0, 0.1, 0.1], [0.1, -0.1, 0.1], [0.2, 0.1, 0.0], [-0.1, 0.0, 0.1]],
  "mulliken_charge": [-1.167, -0.270, -0.313, -0.197, -0.704, -0.244, 0.028, 0.265, 0.322, -0.597, 1.028, -0.961, -0.593, -0.826, -0.504, -0.120, 2.415, 0.455, -0.871, -0.617, -0.423, -1.075, -0.257, 0.423, -0.147, -0.728, -0.436, -0.655, -0.846, 0.402, 0.323, 0.365, 0.254, 0.543, 0.269, 0.298, 0.354, 0.361, 0.346, 0.347, 0.361, 0.384, 0.262, -1.168, 0.368, -0.568, -0.432, 0.551, 0.373, 0.330, 0.358, 0.181, 0.371, 0.442, -1.084, 0.211, -1.316, -0.180, -0.194, -1.428, -0.613, 0.082, 0.351, -1.319, -1.082, 0.775, 0.669, 0.151, 0.414, 0.401, 0.550, -0.055, 0.405, 0.403, 0.317, 0.294, 0.328, 0.496, -0.043, 0.369, 0.442, -0.314, 0.548, 0.361]
}